[1]
Density functional theory data (ωB97M-V with the def2-TZVPD basis set) for a molecular structure, C24H33AuClN3O5Si2Te at a distorted geometry.

Highest occupied orbital energy (spin up / spin down) in eV: -11.56 / -11.69
E in eV: -79388.0905
Gap between HOMO and LUMO (spin up / spin down) in eV: 8.358 / 6.077

```
! wB97M-V def2-TZVPD RIJCOSX def2/J DEFGRID3
* xyz 1 2
Au 0.088 -0.192 0.127
O 0.687 5.484 -1.465
C -0.430 5.001 -1.971
O -1.134 5.634 -2.708
C -0.790 3.575 -1.634
C -1.973 2.971 -2.029
Cl -3.298 3.633 -2.840
N -1.971 1.688 -1.595
N -0.836 1.451 -0.917
C -0.118 2.564 -0.923
C 1.225 2.523 -0.215
O 1.816 3.569 0.006
O 1.639 1.361 0.143
C -2.931 0.642 -1.769
C -3.494 0.413 -3.015
C -4.401 -0.625 -3.159
C -4.726 -1.432 -2.079
C -4.147 -1.196 -0.842
C -3.252 -0.151 -0.679
H 1.218 4.797 -0.977
H -3.218 1.022 -3.864
H -4.846 -0.809 -4.128
H -5.430 -2.244 -2.202
H -4.403 -1.824 0.002
H -2.820 0.064 0.291
O -0.999 -1.012 2.177
N -1.926 -0.477 2.949
C -1.595 0.528 3.780
C -2.545 1.098 4.598
C -3.851 0.632 4.564
C -4.166 -0.407 3.702
C -3.185 -0.949 2.900
H -0.560 0.831 3.734
H -2.251 1.905 5.253
H -4.609 1.071 5.197
H -5.168 -0.807 3.642
H -3.336 -1.761 2.207
C 1.443 -5.937 4.164
Si 0.724 -4.932 2.783
C -0.924 -4.199 3.234
C 0.612 -5.904 1.201
C 1.954 -3.492 2.495
Te 1.484 -2.260 0.855
C 3.398 -1.445 0.432
Si 3.941 -1.818 -1.355
C 2.598 -1.190 -2.483
C 4.143 -3.662 -1.506
C 5.533 -0.907 -1.620
H 0.801 -6.794 4.379
H 1.533 -5.352 5.082
H 2.431 -6.322 3.909
H -1.653 -4.993 3.409
H -1.301 -3.555 2.437
H -0.856 -3.601 4.146
H -0.059 -6.756 1.328
H 1.586 -6.299 0.905
H 0.222 -5.305 0.375
H 2.949 -3.850 2.218
H 2.054 -2.857 3.378
H 4.098 -1.827 1.176
H 3.286 -0.366 0.568
H 1.663 -1.746 -2.373
H 2.903 -1.284 -3.527
H 2.396 -0.132 -2.293
H 3.211 -4.191 -1.287
H 4.915 -4.035 -0.829
H 4.438 -3.939 -2.520
H 5.393 0.169 -1.498
H 5.912 -1.079 -2.630
H 6.303 -1.230 -0.918
*
```

***

[2]
Density functional theory data (ωB97M-V with the def2-TZVPD basis set) for C24H33Cl2NO5 in the gas phase.

SMILES: OCc1cc([C@@H](O)CNCCCCCCOCCOCc2c(Cl)cccc2Cl)ccc1O
Highest occupied orbital energy in eV: -8.24
E in eV: -62195.9846
Gap between HOMO and LUMO in eV: 8.853

```
! wB97M-V def2-TZVPD RIJCOSX def2/J DEFGRID3
* xyz 0 1
O 1.389 -1.337 -2.601
C 1.586 -0.338 -1.619
C 0.744 0.905 -1.806
C 0.244 1.582 -0.706
C -0.417 2.796 -0.841
C -0.995 3.494 0.370
O -2.136 2.811 0.850
C 0.066 3.671 1.482
N 0.182 2.456 2.269
C 1.383 2.391 3.079
C 1.397 1.112 3.915
C 1.282 -0.136 3.044
C 1.335 -1.420 3.871
C 0.975 -2.665 3.060
C 2.041 -3.025 2.019
O 1.667 -4.134 1.219
C 1.216 -3.837 -0.074
C -0.175 -3.186 -0.118
O -0.556 -3.089 -1.476
C -1.929 -2.810 -1.712
C -2.180 -1.392 -2.168
C -2.088 -1.054 -3.521
Cl -1.574 -2.236 -4.667
C -2.404 0.214 -3.979
C -2.815 1.181 -3.081
C -2.874 0.898 -1.729
C -2.542 -0.373 -1.291
Cl -2.594 -0.679 0.409
C -0.564 3.336 -2.111
C -0.099 2.661 -3.221
C 0.543 1.433 -3.086
O 0.954 0.796 -4.203
H 0.627 -1.894 -2.364
H 2.644 -0.054 -1.702
H 1.429 -0.736 -0.610
H 0.397 1.176 0.284
H -1.361 4.483 0.074
H -1.850 1.919 1.090
H 1.029 3.872 1.007
H -0.195 4.544 2.103
H -0.631 2.379 2.876
H 1.487 3.264 3.747
H 2.239 2.392 2.395
H 0.567 1.136 4.626
H 2.325 1.078 4.489
H 2.092 -0.126 2.312
H 0.336 -0.096 2.501
H 2.332 -1.539 4.302
H 0.627 -1.333 4.697
H 0.859 -3.519 3.728
H 0.016 -2.505 2.565
H 2.269 -2.164 1.381
H 2.961 -3.318 2.539
H 1.163 -4.796 -0.596
H 1.934 -3.195 -0.604
H -0.881 -3.818 0.435
H -0.159 -2.190 0.346
H -2.518 -3.020 -0.814
H -2.247 -3.492 -2.508
H -2.322 0.434 -5.031
H -3.081 2.165 -3.432
H -3.163 1.656 -1.017
H -1.057 4.289 -2.234
H -0.218 3.068 -4.213
H 1.288 -0.086 -3.949
*
```

***

[3]
Density functional theory data (ωB97M-V with the def2-TZVPD basis set) for a molecular structure, C24H33ClI2OOsP3 at a distorted geometry.

Highest occupied orbital energy (spin up / spin down) in eV: -16.74 / -16.78
E in eV: -86501.3540
Gap between HOMO and LUMO (spin up / spin down) in eV: 7.352 / 3.750

```
! wB97M-V def2-TZVPD RIJCOSX def2/J DEFGRID3
* xyz 3 5
I -3.551 -2.370 -1.760
I -3.962 -0.749 0.464
Os -0.500 0.027 0.095
P 0.203 -1.446 1.576
C -0.013 -0.894 3.277
C -0.862 -2.909 1.453
H -0.584 -3.561 2.287
H 1.866 -2.895 2.478
H -0.718 -3.417 0.495
H 2.210 -2.569 0.746
H -1.037 -0.531 3.386
H -1.911 -2.598 1.522
C 1.886 -2.131 1.693
H 0.168 -1.756 3.928
H 2.587 -1.342 1.977
H 0.695 -0.093 3.513
P -0.279 1.201 -1.763
C -0.697 2.942 -1.548
C 1.237 1.373 -2.758
H -1.263 -0.437 -3.269
H -1.460 1.272 -3.810
H -2.493 0.579 -2.500
C -1.499 0.586 -2.958
H 1.651 0.401 -3.035
H 0.958 1.935 -3.655
H -0.750 3.393 -2.545
H 0.063 3.452 -0.948
H 1.990 1.933 -2.199
H -1.664 2.995 -1.044
Cl 0.618 -1.550 -1.314
O 0.543 1.708 1.238
P 1.692 2.537 1.777
C 2.833 1.600 2.844
C 2.555 1.571 4.233
C 3.446 0.957 5.114
C 4.557 0.288 4.605
C 4.784 0.215 3.238
C 3.908 0.841 2.333
C 2.520 3.535 0.497
C 3.446 2.986 -0.420
C 4.068 3.840 -1.354
C 3.727 5.183 -1.418
C 2.739 5.708 -0.596
C 2.082 4.869 0.312
C 1.306 3.876 2.948
C 2.476 4.506 3.380
C 2.407 5.589 4.230
C 1.176 6.077 4.666
C 0.040 5.419 4.213
C 0.062 4.317 3.357
H 1.640 2.062 4.584
H 3.226 1.017 6.179
H 5.261 -0.150 5.310
H 5.647 -0.335 2.841
H 4.026 0.747 1.249
H 3.648 1.912 -0.399
H 4.825 3.424 -2.023
H 4.251 5.856 -2.091
H 2.436 6.752 -0.623
H 1.230 5.207 0.910
H 3.462 4.195 3.071
H 3.333 6.068 4.546
H 1.133 6.957 5.343
H -0.923 5.812 4.552
H -0.857 3.844 3.030
*
```

***

[4]
Density functional theory data (ωB97M-V with the def2-TZVPD basis set) for a molecular structure, C24H33CrN2O4P2S2 at a distorted geometry.

Highest occupied orbital energy (spin up / spin down) in eV: -6.24 / -4.73
E in eV: -105259.8689
Gap between HOMO and LUMO (spin up / spin down) in eV: 5.866 / 4.366

```
! wB97M-V def2-TZVPD RIJCOSX def2/J DEFGRID3
* xyz 0 4
C -0.887 2.602 -3.814
C -0.949 1.731 -2.744
N 0.188 1.403 -2.076
C 1.342 2.033 -2.358
C 1.428 2.957 -3.402
C 0.284 3.285 -4.113
C -2.324 1.233 -2.308
P -2.177 -0.050 -1.021
Cr -0.032 0.248 -0.389
P 2.631 0.076 -0.772
C 2.577 1.704 -1.531
C -0.203 -1.578 0.765
C -0.690 -1.581 2.062
C -0.560 -2.749 2.834
C 0.020 -3.908 2.309
C 0.468 -3.900 0.986
C 0.354 -2.737 0.212
O -1.921 -1.671 -7.056
O 1.657 -2.371 -4.276
H -1.806 2.743 -4.379
H 2.379 3.468 -3.563
H 0.333 3.989 -4.959
C -3.485 0.459 0.118
C -2.629 -1.683 -1.633
H 3.437 1.796 -2.202
H 2.725 2.471 -0.763
H -2.984 0.877 -3.114
H -2.910 2.038 -1.827
C 3.366 -0.021 0.849
C 3.321 -1.148 -1.915
H -1.170 -0.691 2.476
H -0.912 -2.731 3.866
H 0.111 -4.802 2.929
H 0.920 -4.802 0.568
H 0.720 -2.742 -0.820
H 0.813 -2.171 -4.696
H 1.969 -3.136 -4.790
H -1.707 -1.671 -6.123
H -2.692 -1.075 -7.052
H 1.357 -0.668 -0.701
H -4.462 0.440 -0.372
H -3.514 -0.152 1.021
H -3.286 1.487 0.425
H -3.713 -1.821 -1.694
H -2.199 -1.823 -2.628
H -2.221 -2.471 -0.982
H 4.374 -0.977 -2.168
H 3.221 -2.135 -1.437
H 2.720 -1.221 -2.838
H 4.447 0.020 0.838
H 2.982 0.790 1.473
H 3.067 -0.942 1.343
O 2.812 2.371 5.000
S 2.089 1.354 4.305
O 2.608 -0.004 4.314
N 1.694 1.797 2.737
C 0.396 1.898 2.507
S -0.197 2.151 0.922
C -0.428 1.712 3.710
C -1.822 1.549 3.826
C -2.357 1.169 5.061
C -1.525 0.937 6.167
C -0.134 1.014 6.027
C 0.384 1.370 4.795
H -2.445 1.724 2.946
H -3.438 1.041 5.153
H -1.961 0.685 7.128
H 0.548 0.817 6.846
*
```

***

[5]
Density functional theory data (ωB97M-V with the def2-TZVPD basis set) for a molecular structure, C24H33GeIrN2OSe at a distorted geometry.

Highest occupied orbital energy in eV: -14.06
E in eV: -155137.5836
Gap between HOMO and LUMO in eV: 6.533

```
! wB97M-V def2-TZVPD RIJCOSX def2/J DEFGRID3
* xyz 2 1
Ir 0.729 -0.552 -0.816
C 4.887 -1.126 -1.534
C 5.393 -1.126 -0.238
C 4.530 -1.043 0.842
C 3.156 -0.965 0.622
C 2.655 -0.957 -0.668
C 3.513 -1.043 -1.749
C 2.145 -0.879 1.648
C 2.379 -1.006 3.027
C 1.334 -0.969 3.894
C 0.011 -0.799 3.422
C -1.110 -0.789 4.283
C -2.368 -0.634 3.785
C -2.558 -0.452 2.401
C -1.493 -0.442 1.542
C -0.187 -0.637 2.034
N 0.905 -0.684 1.182
H 5.555 -1.188 -2.382
H 6.460 -1.194 -0.074
H 4.932 -1.026 1.846
H 3.132 -1.060 -2.766
H 3.386 -1.133 3.394
H 1.502 -1.069 4.960
H -0.948 -0.913 5.347
H -3.225 -0.644 4.446
H -3.563 -0.314 2.022
H -1.628 -0.291 0.482
C -0.073 -3.767 -1.066
N -1.514 -3.501 -1.050
C -2.429 -4.623 -0.773
C -1.950 -2.280 -1.264
C -3.408 -1.970 -1.324
O -1.133 -1.312 -1.434
H 0.093 -4.832 -1.183
H 0.401 -3.437 -0.136
H 0.392 -3.255 -1.907
H -1.844 -5.532 -0.684
H -3.138 -4.759 -1.586
H -2.969 -4.467 0.158
H -4.021 -2.831 -1.569
H -3.563 -1.191 -2.067
H -3.730 -1.580 -0.355
C -1.874 2.859 0.802
Ge -1.147 3.858 -0.697
C -1.203 5.782 -0.465
C -1.830 3.242 -2.411
C 0.837 3.535 -0.655
Se 1.597 1.805 -1.052
C 1.544 1.829 -2.995
H -2.947 3.043 0.873
H -1.416 3.184 1.737
H -1.718 1.788 0.683
H -2.233 6.137 -0.454
H -0.679 6.281 -1.281
H -0.736 6.062 0.480
H -2.895 3.473 -2.468
H -1.714 2.163 -2.530
H -1.340 3.757 -3.238
H 1.175 3.774 0.353
H 1.323 4.214 -1.357
H 0.719 2.453 -3.325
H 1.411 0.811 -3.360
H 2.490 2.224 -3.354
*
```

***

[6]
Density functional theory data (ωB97M-V with the def2-TZVPD basis set) for a molecular structure, C24H33IN2O4P2S3Sr at a distorted geometry.

Highest occupied orbital energy in eV: -13.56
E in eV: -96593.1928
Gap between HOMO and LUMO in eV: 5.700

```
! wB97M-V def2-TZVPD RIJCOSX def2/J DEFGRID3
* xyz 2 1
C 2.985 -4.446 1.574
C 1.945 -3.368 1.987
P 2.689 -1.658 2.130
C 1.403 -0.687 3.049
C 2.950 -1.017 0.359
P 1.810 -1.840 -0.909
N 0.254 -1.530 -0.698
O 4.212 -1.667 0.021
S 5.512 -0.696 0.057
O 6.302 -0.820 1.210
O 6.160 -0.835 -1.186
O 4.688 0.702 0.218
C 3.265 0.481 0.097
C 2.981 0.833 -1.393
C 3.497 2.184 -1.893
C 3.089 2.255 -3.400
I 1.296 3.454 -3.677
C 2.662 1.595 0.989
C 1.195 1.880 0.574
C 0.281 2.454 1.694
S -1.338 2.801 0.986
C -2.107 1.231 0.883
S -1.492 -0.155 1.464
N -3.346 1.246 0.153
C -3.146 0.478 -0.986
C -3.027 -1.039 -1.052
C -2.864 -1.751 -2.411
C -2.840 -0.968 -3.712
C -2.942 0.554 -3.658
C -3.097 1.242 -2.319
C -4.560 0.940 0.897
C -5.709 0.674 0.153
C -6.928 0.412 0.763
C -6.983 0.428 2.149
C -5.861 0.659 2.930
C -4.664 0.918 2.272
H 2.795 -5.332 2.200
H 4.024 -4.158 1.772
H 2.860 -4.801 0.541
H 1.637 -3.603 3.019
H 1.019 -3.386 1.391
H 0.757 -0.180 2.327
H 0.788 -1.305 3.714
H 1.894 0.101 3.639
H 2.149 -3.210 -0.823
H 2.209 -1.464 -2.215
H 0.179 -0.905 0.100
H 3.444 0.060 -2.029
H 1.896 0.767 -1.604
H 4.592 2.273 -1.886
H 3.068 3.049 -1.376
H 2.833 1.269 -3.803
H 3.901 2.655 -4.017
H 2.791 1.462 2.070
H 3.225 2.508 0.747
H 1.161 2.626 -0.236
H 0.719 0.966 0.187
H 0.203 1.864 2.615
H 0.722 3.418 2.000
H -3.084 -1.641 -0.146
H -2.813 -2.837 -2.490
H -2.783 -1.414 -4.706
H -2.974 1.164 -4.561
H -3.222 2.327 -2.293
H -5.723 0.685 -0.940
H -7.803 0.227 0.143
H -7.940 0.253 2.646
H -5.921 0.638 4.016
H -3.792 1.109 2.902
Sr -1.084 -0.127 -2.218
*
```

***

[7]
Density functional theory data (ωB97M-V with the def2-TZVPD basis set) for a molecular structure, C24H33MgN12O7PS.

Highest occupied orbital energy in eV: -8.14
E in eV: -83206.6546
Gap between HOMO and LUMO in eV: 7.772

```
! wB97M-V def2-TZVPD RIJCOSX def2/J DEFGRID3
* xyz 0 1
Mg -0.379 0.028 0.402
C -3.045 -2.535 3.426
N -3.262 -2.739 2.003
C -4.240 -3.752 1.650
C -2.426 -2.126 1.122
N -1.294 -1.593 1.425
N -2.900 -2.065 -0.183
C -2.182 -1.744 -1.331
N -2.841 -2.120 -2.475
N -1.069 -1.121 -1.275
H -3.992 -2.681 3.944
H -2.710 -1.516 3.613
H -2.315 -3.236 3.842
H -5.257 -3.408 1.849
H -4.063 -4.654 2.241
H -4.155 -4.040 0.605
H -0.998 -1.806 2.370
H -3.874 -2.270 -0.323
H -3.304 -3.019 -2.430
H -2.294 -2.027 -3.316
H -0.609 -1.078 -2.181
O 2.223 -1.316 2.252
C 1.833 -0.243 1.798
O 1.544 -0.026 0.557
C 1.651 0.934 2.733
C 2.661 1.252 3.599
C 2.518 2.346 4.454
C 1.378 3.107 4.461
C 0.340 2.773 3.601
C 0.409 1.661 2.709
O -0.556 1.275 1.958
N -0.834 3.648 3.669
O -1.770 3.452 2.909
O -0.819 4.554 4.483
N 3.605 2.691 5.370
O 3.437 3.627 6.132
O 4.610 2.004 5.334
H 3.564 0.658 3.622
H 1.282 3.951 5.125
N 1.906 -2.953 -0.026
C 1.196 -3.331 -1.099
S 1.602 -2.728 -2.601
N 0.177 -4.194 -0.782
C -0.849 -4.772 -1.544
C -1.954 -5.236 -0.821
C -3.047 -5.789 -1.465
C -3.058 -5.896 -2.851
C -1.946 -5.473 -3.563
C -0.840 -4.918 -2.930
H 2.448 -2.104 -0.096
H 1.586 -3.142 0.911
H 0.049 -4.333 0.208
H -1.946 -5.162 0.262
H -3.885 -6.149 -0.881
H -3.906 -6.332 -3.362
H -1.924 -5.583 -4.640
H 0.017 -4.595 -3.494
C -3.277 4.749 -0.042
N -4.049 3.532 -0.308
C -4.318 3.453 -1.740
N -3.126 3.511 -2.587
C -2.383 4.727 -2.246
N -2.049 4.851 -0.831
C -1.071 3.844 -0.419
P -1.697 2.122 -0.664
C -3.335 2.348 0.170
C -2.293 2.319 -2.404
H -3.026 4.788 1.018
H -3.908 5.605 -0.290
H -4.959 4.297 -2.008
H -4.859 2.527 -1.953
H -3.002 5.584 -2.523
H -1.465 4.759 -2.836
H -0.844 3.966 0.641
H -0.142 3.978 -0.977
H -3.149 2.429 1.241
H -3.953 1.459 0.002
H -2.870 1.432 -2.687
H -1.434 2.372 -3.079
*
```